No. 1
ORCA calculation (the ωB97M-V functional and the def2-TZVPD basis) on 2 unconnected molecules or ions with the total composition C29H54N3O5.

```
91
Properties=species:S:1:pos:R:3:forces:R:3
C 1.066 -1.439 4.667 0.2 -0.4 -0.6
C 2.461 -1.277 4.038 -0.4 -0.2 0.3
C 3.221 -0.076 4.549 0.0 0.3 0.2
N 2.711 1.229 4.037 0.5 -0.3 -0.3
C 2.889 1.310 2.629 -1.2 -0.1 1.0
C 4.103 1.437 2.049 1.0 0.0 0.6
N 4.225 1.478 0.733 1.6 0.3 -0.2
N 5.535 1.584 0.183 -0.5 0.4 0.0
C 3.183 1.379 -0.066 0.2 -0.1 -1.1
C 1.935 1.254 0.440 -1.6 0.1 -0.1
C 0.756 1.104 -0.473 0.1 -0.4 0.4
C 0.528 -0.404 -0.707 0.1 0.7 -0.9
C -0.808 -0.709 -1.393 0.4 -1.1 0.7
C -1.964 -0.921 -0.407 -0.6 0.4 -0.9
C -2.807 0.343 -0.185 0.5 -0.6 0.6
C -4.260 0.048 0.146 0.2 0.7 0.0
C -4.972 1.251 0.747 -0.5 -0.1 0.0
C -6.400 0.886 1.112 0.2 -0.1 0.0
O -6.346 0.043 2.253 -0.2 0.1 0.1
C -7.382 0.298 3.184 0.1 -0.2 -0.2
C 1.781 1.230 1.812 -0.5 0.2 0.4
C 0.426 1.117 2.477 -1.1 -0.8 0.0
O -0.259 0.134 2.311 0.9 0.9 0.3
O 0.040 2.121 3.290 0.0 -0.3 -0.7
C 0.134 3.437 2.740 -0.2 0.9 0.0
C -0.960 3.760 1.710 0.4 0.2 0.2
C -0.424 4.348 0.405 -0.5 -0.1 -0.4
C -1.429 4.048 -0.683 -0.1 0.4 -0.1
O -1.082 4.775 -1.881 -0.2 -0.8 -0.2
C -1.681 4.193 -2.959 1.1 -0.4 -1.9
O -1.058 3.845 -3.939 -0.8 0.7 1.5
H 0.571 -0.501 4.890 0.0 0.2 0.2
H 1.127 -2.082 5.537 0.0 0.2 0.4
H 0.441 -1.976 3.961 -0.2 0.0 -0.1
H 2.375 -1.323 2.952 0.2 0.3 -0.1
H 3.042 -2.149 4.323 0.2 -0.1 -0.1
H 4.293 -0.163 4.347 0.1 -0.1 -0.1
H 3.110 -0.066 5.629 0.0 0.2 0.2
H 3.229 1.987 4.464 -0.1 0.0 0.3
H 4.983 1.505 2.662 0.4 0.0 -0.1
H 6.086 2.072 0.883 0.2 -0.2 0.1
H 5.464 2.243 -0.590 0.0 -0.2 -0.2
H 3.338 1.381 -1.131 0.3 0.1 -0.2
H 0.910 1.628 -1.413 0.1 0.0 -0.1
H -0.107 1.544 0.014 -0.2 0.0 0.0
H 0.626 -0.942 0.227 -0.2 -0.1 0.2
H 1.356 -0.736 -1.339 0.1 -0.1 -0.1
H -1.063 0.002 -2.174 0.0 0.3 0.0
H -0.680 -1.663 -1.902 0.2 -0.1 -0.2
H -1.621 -1.363 0.523 0.1 0.1 0.2
H -2.629 -1.654 -0.865 -0.1 -0.2 0.0
H -2.745 0.941 -1.093 -0.1 0.3 0.0
H -2.362 0.898 0.645 0.0 0.3 0.0
H -4.347 -0.764 0.864 0.1 -0.3 -0.1
H -4.768 -0.215 -0.781 -0.1 -0.3 0.0
H -4.959 2.110 0.074 0.0 0.0 -0.2
H -4.505 1.550 1.684 0.3 0.1 0.0
H -7.010 1.770 1.300 0.0 0.1 0.2
H -6.874 0.329 0.299 -0.1 0.0 -0.2
H -8.329 0.494 2.680 -0.1 0.1 0.0
H -7.119 1.143 3.822 -0.1 0.1 0.1
H -7.517 -0.594 3.784 0.1 -0.1 0.2
H 0.017 4.111 3.578 0.1 -0.1 0.3
H 1.117 3.658 2.316 0.2 -0.3 0.0
H -1.580 2.881 1.537 0.1 -0.2 -0.1
H -1.618 4.507 2.142 -0.3 0.0 0.1
H 0.551 3.948 0.131 0.1 -0.1 0.0
H -0.350 5.431 0.442 0.3 0.2 0.3
H -1.444 2.980 -0.900 -0.1 -0.1 0.0
H -2.417 4.370 -0.354 -0.2 -0.1 0.0
H -2.774 4.063 -2.931 0.0 0.1 0.5
C 3.729 -2.393 -3.929 -0.1 0.1 -0.1
C 2.255 -2.587 -4.274 0.0 0.1 0.2
C 1.526 -3.524 -3.313 -0.1 0.0 -0.1
C 2.050 -4.961 -3.287 0.1 0.0 0.1
C 2.035 -5.677 -4.636 -0.1 0.0 0.0
C 0.634 -5.840 -5.220 0.1 0.0 -0.1
H 4.285 -3.329 -3.984 0.0 0.0 0.0
H 4.197 -1.693 -4.623 0.0 0.0 0.0
H 3.842 -1.990 -2.918 0.0 -0.1 0.0
H 2.164 -2.950 -5.300 0.0 0.0 0.0
H 1.758 -1.612 -4.251 0.0 0.0 -0.1
H 0.462 -3.531 -3.569 0.0 0.0 0.0
H 1.587 -3.107 -2.301 0.0 0.0 0.0
H 1.450 -5.534 -2.574 0.0 0.0 0.0
H 3.070 -4.970 -2.893 0.0 0.0 0.0
H 2.477 -6.667 -4.505 0.0 0.0 0.0
H 2.672 -5.151 -5.353 0.0 0.0 0.0
H -0.009 -6.399 -4.537 0.0 0.0 0.0
H 0.674 -6.386 -6.163 0.0 0.0 0.0
H 0.163 -4.876 -5.420 0.0 0.0 0.0
```
Forces are in eV/Å.

Results
Orbital gap, eV: 7.02
LUMO energy, Eh: -0.155
Net charge: +1
HOMO level, eV: -11.227

---

No. 2
ORCA calculation (the ωB97M-V functional and the def2-TZVPD basis) on a gas-phase ion, C2H5N2 (charge +1).

```
9
Properties=species:S:1:pos:R:3:forces:R:3
C 0.581 -0.671 0.519 1.2 -1.0 0.8
C 0.619 0.616 -0.267 1.3 1.1 -0.4
N -1.747 -0.243 -0.164 -1.6 -1.1 0.4
N -0.567 -0.106 -0.034 -0.9 0.7 -0.6
H 0.945 -1.596 0.080 -0.2 0.1 -0.2
H 0.677 -0.660 1.601 -0.2 0.2 0.0
H 0.739 1.564 0.247 -0.2 -0.1 0.2
H 1.011 0.627 -1.280 -0.2 -0.2 0.0
H -2.259 0.471 -0.700 0.6 0.4 -0.1
```
Forces are in eV/Å.

Results
Orbital gap, eV: 10.86
SMILES: N=[N+]1CC1
LUMO energy, Eh: -0.234
Net charge: +1
HOMO level, eV: -17.220

---

No. 3
ORCA calculation (the ωB97M-V functional and the def2-TZVPD basis) on a molecular structure, C43H38BrN2OP2RhS3Sb.

```
92
Properties=species:S:1:pos:R:3:forces:R:3
Rh 1.109 0.231 1.464 -1.3 -0.2 0.7
C -0.794 -2.297 0.041 0.2 -0.3 0.1
N -1.542 -1.527 -0.911 0.1 0.0 -0.1
C -1.347 -0.104 -0.940 0.0 0.5 -0.1
P -1.074 0.695 0.734 -0.7 -0.2 -0.1
C -2.532 0.133 1.693 0.2 -0.1 0.0
C -2.509 0.347 3.069 0.1 0.1 0.0
C -3.606 0.034 3.849 -0.1 0.0 0.1
C -4.739 -0.507 3.267 0.0 0.0 0.0
C -4.765 -0.739 1.903 -0.2 -0.1 -0.1
C -3.672 -0.420 1.115 0.1 0.0 0.0
C -1.669 2.361 0.241 0.3 0.1 0.0
C -2.985 2.796 0.363 0.0 -0.2 0.0
C -3.340 4.060 -0.079 -0.1 0.1 0.0
C -2.397 4.901 -0.646 0.0 0.0 0.0
C -1.084 4.473 -0.764 -0.1 0.1 -0.1
C -0.726 3.217 -0.316 0.1 -0.1 -0.1
C -2.588 -2.118 -1.580 -0.2 -0.2 -0.3
C -3.061 -1.589 -2.789 0.1 0.1 0.1
C -4.113 -2.183 -3.455 -0.2 -0.1 -0.1
C -4.716 -3.326 -2.956 -0.1 -0.1 -0.1
C -4.243 -3.873 -1.774 -0.1 0.0 -0.1
C -3.202 -3.280 -1.090 0.2 0.0 0.1
P 0.964 -1.715 0.216 -0.3 -0.9 0.6
C 1.584 -1.527 -1.477 -1.1 -0.8 -0.4
C 2.732 -0.781 -1.550 0.5 1.5 -0.8
C 3.174 -0.192 -2.824 0.7 -3.4 0.4
C 2.717 -1.008 -3.976 0.2 0.6 0.5
C 1.620 -1.804 -3.870 0.1 0.0 -0.6
C 0.966 -2.008 -2.643 0.8 0.4 1.0
C 1.723 -3.295 0.733 0.1 0.1 0.0
C 2.892 -3.753 0.132 -0.1 0.1 0.0
C 3.489 -4.922 0.566 0.1 -0.1 -0.1
C 2.934 -5.645 1.609 -0.1 -0.1 0.0
C 1.769 -5.198 2.211 0.0 -0.1 0.0
C 1.167 -4.030 1.778 -0.2 0.0 -0.1
H -0.789 -3.348 -0.271 0.0 0.2 0.1
H -1.223 -2.218 1.060 0.2 -0.2 -0.1
H -2.210 0.381 -1.410 0.2 -0.1 0.1
H -0.443 0.175 -1.504 -0.2 0.1 0.0
H -1.619 0.743 3.533 0.1 0.0 0.1
H -3.573 0.213 4.913 0.0 0.0 0.1
H -5.599 -0.749 3.875 -0.1 0.0 0.0
H -5.643 -1.168 1.440 -0.1 0.0 0.0
H -3.727 -0.603 0.053 0.0 0.0 -0.1
H -3.737 2.156 0.801 0.0 0.0 0.1
H -4.365 4.393 0.020 0.0 0.0 0.0
H -2.681 5.886 -0.988 0.0 0.1 0.0
H -0.336 5.117 -1.205 0.1 0.1 0.0
H 0.289 2.860 -0.394 0.1 0.2 0.0
H -2.584 -0.723 -3.222 0.1 0.1 0.0
H -4.461 -1.756 -4.386 0.0 0.0 -0.1
H -5.544 -3.787 -3.476 0.0 0.0 -0.1
H -4.696 -4.766 -1.366 0.0 0.0 0.0
H -2.883 -3.708 -0.152 0.0 0.0 0.1
H 3.253 -0.496 -0.645 0.0 -0.1 0.2
H 4.248 0.018 -2.846 -0.3 0.2 0.1
H 3.236 -0.895 -4.916 -0.1 0.1 -0.2
H 1.241 -2.311 -4.749 0.0 0.0 0.0
H 0.075 -2.614 -2.599 -0.2 0.0 0.0
H 3.329 -3.190 -0.680 0.1 0.0 0.0
H 4.394 -5.272 0.090 0.1 0.0 0.0
H 3.401 -6.560 1.946 0.0 0.0 0.0
H 1.327 -5.761 3.021 0.0 0.0 0.1
H 0.265 -3.679 2.262 0.0 0.0 0.1
S 3.082 -0.084 5.704 -0.1 -0.3 -0.3
Sb 2.592 -1.574 4.006 0.9 -0.1 1.1
S 3.294 -0.404 1.952 0.3 -0.2 -0.3
S 0.261 -1.172 3.494 0.2 1.4 -1.8
O 1.537 1.379 -0.801 0.8 -0.6 -0.5
N 2.409 1.899 -1.624 -0.9 -0.5 -1.1
C 2.454 1.293 -2.932 -0.9 2.7 0.1
C 3.164 2.128 -3.927 -0.4 -0.5 0.4
C 3.960 3.150 -3.546 0.0 0.2 0.2
C 4.019 3.540 -2.186 -0.1 -0.4 0.0
C 3.211 2.900 -1.276 0.8 0.7 0.3
H 1.419 1.061 -3.221 0.3 -0.3 0.2
H 3.064 1.831 -4.961 0.0 0.0 -0.1
H 4.520 3.718 -4.274 0.0 0.0 -0.1
H 4.651 4.352 -1.867 0.0 0.0 0.1
H 3.139 3.209 -0.243 -0.1 -0.1 0.1
Br 1.797 6.201 4.630 0.0 -0.2 0.0
C 1.588 4.489 3.788 0.0 0.3 0.1
C 2.697 3.722 3.506 0.0 0.2 0.0
C 2.531 2.514 2.850 0.1 0.0 -0.2
C 1.273 2.024 2.467 0.2 -0.1 0.5
C 0.185 2.833 2.809 0.0 -0.2 -0.1
C 0.325 4.054 3.446 -0.1 0.2 0.1
H 3.685 4.052 3.791 0.1 0.0 0.0
H 3.433 1.952 2.644 -0.2 -0.1 0.1
H -0.827 2.530 2.564 0.1 0.1 0.1
H -0.544 4.658 3.660 -0.1 0.1 0.1
```
Forces are in eV/Å.

Results
Orbital gap (spin up / spin down), eV: 3.28 / 3.28
LUMO energy (spin up / spin down), Eh: 0.002 / 0.002
Net charge: -1
HOMO level (spin up / spin down), eV: -3.231 / -3.231

---

Max |F|, record by record: 2.21 1.96 3.47 eV/Å
Energy, record by record: -1677.55886 -188.32604 -6648.20103 Eh